{
  "formula": "C3H11N2S",
  "method": "ωB97M-V/def2-TZVPD",
  "orbital_gap_ha": 0.3649,
  "max_force_ev_per_a": 7.588,
  "relative_energy_kj_mol": 209.8,
  "lumo_energy_ev": -3.004,
  "total_charge": 1,
  "species": ["C", "C", "C", "N", "N", "S", "H", "H", "H", "H", "H", "H", "H", "H", "H", "H", "H"],
  "coordinates": [[-2.02398, 0.21027, -1.09099], [1.12954, 2.29014, 0.89434], [-0.45096, -1.31124, -0.20241], [-1.13545, -1.50865, 0.87864], [-0.81598, -0.58044, -1.14469], [1.65894, 0.44520, 0.41833], [-2.69747, -0.13138, -1.91284], [-2.42704, 0.08446, -0.07531], [-1.63205, 1.26809, -1.19119], [0.87986, 2.55747, -0.13272], [1.97714, 2.87552, 1.25120], [0.24208, 2.23589, 1.51287], [0.59544, -1.65110, -0.48361], [-0.63299, -2.16913, 1.49592], [-1.95759, -1.10560, 0.91585], [2.57391, 0.70651, 1.30781], [-0.25421, -0.47009, -1.95332]],
  "forces_ev_per_angstrom": [[0.393, 1.079, -0.416], [-0.340, -1.711, -2.102], [3.880, -1.706, -0.416], [6.458, -3.969, 0.359], [-2.368, 2.021, -2.318], [-0.079, 2.380, 0.984], [0.224, 0.681, 0.892], [-0.479, 0.550, -0.942], [-1.205, -0.952, -0.087], [-0.204, 0.881, 0.419], [-0.232, -0.394, 0.100], [0.241, 0.198, 0.249], [-1.564, -0.748, 1.604], [-1.540, 0.873, 0.221], [-5.014, 1.652, 1.436], [1.173, -0.816, 0.592], [0.656, -0.020, -0.575]]
}

{
  "formula": "C3H11N2Zn",
  "method": "ωB97M-V/def2-TZVPD",
  "orbital_gap_ha": 0.1462,
  "max_force_ev_per_a": 3.783,
  "relative_energy_kj_mol": 139.0,
  "lumo_energy_ev": 2.739,
  "total_charge": -1,
  "species": ["C", "Zn", "N", "H", "H", "H", "H", "H", "H", "H", "H", "C", "C", "N", "H", "H", "H"],
  "coordinates": [[1.21460, -1.85611, -1.29105], [-0.01971, -0.57666, -0.67173], [-0.63522, 0.95554, 0.59223], [-1.54489, -0.30465, -1.16375], [-1.15407, 0.52119, 1.34306], [0.23129, 0.72768, -1.57691], [0.87124, -2.05813, -2.36343], [1.40580, -2.88340, -0.74584], [2.10108, -1.05475, -1.41837], [0.14923, 1.48453, 0.94988], [-1.27834, 1.61639, 0.07394], [1.50068, -2.23366, 3.50976], [0.93699, -1.78485, 2.25319], [0.43882, -1.44501, 1.25647], [0.70772, -2.61392, 4.15304], [2.00334, -1.40565, 4.01076], [2.22074, -3.03236, 3.32674]],
  "forces_ev_per_angstrom": [[2.610, -1.490, -1.839], [-1.918, 0.795, -1.417], [-1.204, 2.116, 0.810], [-1.431, -0.944, -0.071], [-0.158, 0.185, 0.342], [1.129, 1.437, -0.979], [0.599, -0.022, 1.195], [0.232, 1.924, -1.045], [-1.129, -2.479, 0.444], [0.000, 0.169, 0.208], [1.217, -1.353, 0.559], [0.262, -0.165, 0.131], [-1.050, 0.568, -2.020], [0.838, -0.744, 3.613], [0.019, 0.018, 0.013], [-0.014, -0.062, -0.010], [-0.001, 0.047, 0.066]]
}

{
  "formula": "C3H11N3",
  "method": "ωB97M-V/def2-TZVPD",
  "orbital_gap_ha": [0.3334, 0.3147],
  "max_force_ev_per_a": 4.077,
  "relative_energy_kj_mol": 541.5,
  "lumo_energy_ev": [0.811, 0.696],
  "species": ["C", "C", "C", "N", "N", "N", "H", "H", "H", "H", "H", "H", "H", "H", "H", "H", "H"],
  "coordinates": [[0.71111, -1.52198, 0.98148], [0.89332, 1.20940, 0.72544], [0.54046, -0.82166, -0.34811], [-1.90037, 0.21884, -1.20389], [-1.35121, 1.41182, -0.92608], [0.85922, 0.56129, -0.51200], [1.68080, -1.28063, 1.40549], [-0.05111, -1.21010, 1.79598], [0.71520, -2.59056, 0.92437], [0.93455, 2.31546, 0.61071], [-0.01812, 0.95067, 1.37549], [1.91402, 1.14988, 1.18073], [1.23219, -1.32460, -0.95578], [-0.57362, -0.74484, -0.61364], [-2.09303, 0.05507, -2.19795], [-2.70701, 0.04052, -0.44639], [-0.78639, 1.58142, -1.79583]],
  "forces_ev_per_angstrom": [[-0.975, 1.401, 2.463], [-0.107, 2.436, 1.539], [-0.904, 0.871, 0.654], [-3.338, 0.136, 2.338], [1.502, -0.146, -1.588], [0.050, -0.355, -0.024], [0.263, 0.162, 0.141], [1.091, -0.593, -1.333], [-0.376, -0.662, -0.434], [-0.762, -0.428, -0.294], [1.747, 0.379, -0.365], [-0.718, -1.018, 0.340], [0.076, -1.037, -1.922], [1.145, -1.377, -0.487], [-0.361, -0.368, 0.716], [2.105, 0.125, -2.859], [-0.437, 0.474, 1.113]]
}

{
  "formula": "C3H11N3",
  "method": "ωB97M-V/def2-TZVPD",
  "smiles": "C=CN.NCN",
  "orbital_gap_ha": 0.3201,
  "max_force_ev_per_a": 4.228,
  "relative_energy_kj_mol": 303.8,
  "lumo_energy_ev": 0.914,
  "species": ["C", "C", "N", "H", "H", "H", "H", "H", "N", "C", "N", "H", "H", "H", "H", "H", "H"],
  "coordinates": [[-0.18920, -2.10625, 0.23452], [-1.49295, -1.67617, 0.11956], [-2.31579, -1.62916, -1.05926], [0.26098, -3.10556, 0.04336], [0.41407, -1.53771, 0.94339], [-2.06451, -1.40369, 1.02347], [-1.79464, -1.80606, -1.86161], [-3.03254, -0.93530, -1.13774], [0.42111, 1.31392, -0.73250], [1.52421, 1.15943, 0.23329], [1.47646, 2.18212, 1.28887], [0.61712, 2.24158, -1.27489], [0.04148, 0.55754, -1.23970], [1.38261, 0.22488, 0.81410], [2.50882, 1.17564, -0.15958], [1.74819, 3.17040, 1.11958], [0.49457, 2.17439, 1.64512]],
  "forces_ev_per_angstrom": [[-0.511, -0.436, 0.600], [-0.738, 0.062, -1.333], [0.972, -1.266, 3.097], [-0.365, 1.196, -1.367], [-0.630, -0.713, 0.827], [0.662, 1.211, -0.551], [0.648, -0.171, -1.595], [-0.092, 0.031, 0.296], [1.510, 3.944, 0.201], [-1.599, 0.093, 1.305], [-1.197, 0.414, 0.596], [-0.878, -2.745, 0.873], [0.167, -0.851, -0.615], [0.131, 0.323, -0.799], [0.956, -0.096, -0.731], [-0.263, -1.281, -0.497], [1.227, 0.283, -0.310]]
}

{
  "formula": "C3H11N3",
  "method": "ωB97M-V/def2-TZVPD",
  "smiles": "[H]/N=C/N.CCN",
  "orbital_gap_ha": 0.3589,
  "max_force_ev_per_a": 2.641,
  "relative_energy_kj_mol": 118.9,
  "lumo_energy_ev": 1.055,
  "species": ["H", "N", "C", "N", "H", "H", "H", "C", "C", "N", "H", "H", "H", "H", "H", "H", "H"],
  "coordinates": [[-0.81890, 2.42676, 0.97300], [-1.55527, 2.19155, 0.32511], [-2.34422, 1.26555, 0.70860], [-3.12245, 0.50268, -0.07157], [-2.55560, 1.28137, 1.79003], [-3.84560, -0.00690, 0.40331], [-2.91252, 0.32955, -1.03736], [2.49545, -0.51992, 0.50778], [1.64239, -0.47738, -0.72830], [0.57265, -1.47470, -0.67727], [1.81768, -0.35842, 1.34726], [3.14991, 0.35993, 0.46832], [3.12609, -1.40134, 0.50634], [2.23857, -0.64325, -1.63256], [1.16921, 0.50365, -0.75428], [0.84955, -2.44613, -0.56310], [0.09308, -1.53303, -1.56533]],
  "forces_ev_per_angstrom": [[-0.581, 0.421, 0.643], [0.787, -1.122, -1.955], [0.481, 2.131, 1.485], [-0.516, -0.199, 0.355], [-0.155, -1.187, -0.124], [0.032, -0.220, -0.396], [0.000, 0.164, -0.013], [0.084, 1.035, -0.444], [-0.240, -0.651, -0.476], [-0.824, -0.500, -0.084], [0.357, -0.591, 0.323], [0.091, -0.220, 0.125], [-0.121, -0.273, 0.583], [0.226, 0.426, 0.037], [-0.088, -0.001, -0.341], [0.681, 0.304, 0.413], [-0.213, 0.482, -0.131]]
}

{
  "formula": "C3H11N3",
  "method": "ωB97M-V/def2-TZVPD",
  "orbital_gap_ha": [0.3010, 0.2988],
  "max_force_ev_per_a": 4.718,
  "relative_energy_kj_mol": 598.9,
  "lumo_energy_ev": [1.137, 1.087],
  "species": ["C", "C", "C", "N", "N", "N", "H", "H", "H", "H", "H", "H", "H", "H", "H", "H", "H"],
  "coordinates": [[1.38320, 0.57123, -1.26708], [0.21249, -1.20800, 1.46606], [0.97744, 1.33557, -0.00628], [-2.21103, 0.17463, -0.71484], [-1.49268, -0.64856, 0.08682], [-0.65972, -0.15034, 0.96154], [1.73028, -0.44538, -1.21557], [0.55189, 0.58357, -2.12468], [2.21639, 1.12269, -1.58834], [0.90059, -0.86524, 2.14608], [-0.43621, -2.16391, 1.81817], [0.97844, -1.71687, 0.69582], [1.49357, 1.14589, 0.91519], [0.52331, 2.29107, 0.12768], [-1.73905, 1.13175, -0.79963], [-3.10545, 0.37318, -0.15653], [-1.32347, -1.53127, -0.34441]],
  "forces_ev_per_angstrom": [[-2.975, 1.341, -0.830], [-1.341, -3.594, -2.747], [-0.053, -2.147, 0.421], [-2.448, 3.024, 0.561], [0.317, -1.126, -0.064], [1.481, 0.169, 1.130], [-0.159, -0.499, 0.824], [1.741, 0.160, 1.843], [1.296, 0.717, -1.255], [0.922, 0.957, 2.204], [1.447, 2.278, -0.313], [-1.801, 1.094, 0.700], [0.542, -0.484, 0.105], [-0.579, 0.499, -1.063], [-0.442, -1.783, 0.209], [1.418, 0.008, -1.322], [0.633, -0.614, -0.403]]
}

{
  "formula": "C3H11N3",
  "method": "ωB97M-V/def2-TZVPD",
  "smiles": "CC(C)(N)NN",
  "orbital_gap_ha": 0.3154,
  "max_force_ev_per_a": 4.645,
  "relative_energy_kj_mol": 310.7,
  "lumo_energy_ev": 1.004,
  "species": ["C", "C", "C", "N", "N", "N", "H", "H", "H", "H", "H", "H", "H", "H", "H", "H", "H"],
  "coordinates": [[-1.46099, -0.29898, -1.02151], [-0.42687, -0.10875, 0.08206], [-0.29616, 1.34657, 0.51431], [-0.60160, -1.10472, 1.10207], [0.92977, -0.60979, -0.48469], [2.21144, -0.28083, 0.05963], [-1.21687, 0.30395, -1.89499], [-2.43999, -0.01446, -0.63964], [-1.51688, -1.34815, -1.30717], [-0.03722, 1.98178, -0.33246], [0.46962, 1.45144, 1.28190], [-1.24810, 1.68262, 0.92383], [-0.94066, -0.69234, 1.96519], [0.53673, -1.40116, 0.95279], [0.91974, -1.38603, -1.13975], [2.85043, -0.07157, -0.70462], [2.26763, 0.55040, 0.64304]],
  "forces_ev_per_angstrom": [[0.197, 0.309, -0.064], [2.180, -0.612, -2.064], [-0.042, -0.339, -0.021], [2.761, -0.933, 0.408], [-1.369, 1.714, -1.250], [1.178, -0.393, -0.034], [-0.115, 0.075, -0.050], [-0.097, 0.026, 0.005], [0.079, -0.032, 0.040], [-0.026, -0.017, -0.015], [-0.056, 0.057, 0.096], [-0.016, 0.050, 0.076], [0.463, -0.303, 0.335], [-4.087, 0.159, 2.202], [0.133, 0.349, 0.531], [-0.284, 0.071, -0.058], [-0.901, -0.179, -0.138]]
}

{
  "formula": "C3H11N3",
  "method": "ωB97M-V/def2-TZVPD",
  "smiles": "[H]/N=C/N.CCN",
  "orbital_gap_ha": 0.3590,
  "max_force_ev_per_a": 4.328,
  "relative_energy_kj_mol": 245.3,
  "lumo_energy_ev": 0.967,
  "species": ["H", "N", "C", "N", "H", "H", "H", "C", "C", "N", "H", "H", "H", "H", "H", "H", "H"],
  "coordinates": [[-1.46059, -1.51040, 0.14322], [-2.30703, -2.04928, -0.01050], [-2.91846, -1.63542, -1.07986], [-3.39219, -2.50324, -2.09131], [-3.10744, -0.56355, -1.21945], [-4.26879, -2.32287, -2.73689], [-3.19044, -3.48497, -2.07165], [1.23095, 0.74308, 0.47478], [2.33773, 1.81465, 0.52293], [3.17904, 1.61033, 1.62144], [0.31225, 1.07611, 0.00354], [0.99721, 0.84580, 1.53235], [1.61253, -0.32239, 0.39845], [1.84459, 2.79957, 0.44143], [2.78728, 1.75300, -0.44874], [3.47983, 2.54340, 2.01245], [2.86353, 1.20617, 2.50783]],
  "forces_ev_per_angstrom": [[-0.655, 0.878, 0.963], [0.125, -1.064, -2.600], [0.018, -1.252, 0.306], [-2.468, 1.692, -0.703], [0.106, -0.173, -0.778], [2.581, 0.086, 2.137], [0.309, -0.156, 0.679], [0.694, -0.052, 2.359], [-2.583, -0.352, -2.227], [2.618, 2.177, 2.672], [0.202, -0.536, -0.786], [-0.903, -0.702, 0.395], [-0.650, 1.360, -0.650], [-0.021, -0.125, 0.653], [1.398, -0.064, -0.358], [0.074, -1.251, -1.007], [-0.846, -0.466, -1.055]]
}

Result set for DFT total energy: -17096.839, -54682.655, -7754.471, -7756.936, -7758.852, -7753.876, -7756.864, -7757.542 eV, one per record in the order listed.